Below is a structure of composition C4H6O, with properties calculated with the ωB97M-V functional and the def2-TZVPD basis.

Summary:
LUMO = 0.0305 hartree
Gap between HOMO and LUMO = 8.86 eV
Energy relative to the best compared isomer or geometry (same formula, charge and spin) = 88.0 kcal/mol
E_HOMO = -8.026 eV

```
11
C4H6O the ωB97M-V functional and the def2-TZVPD basis
O 0.72564 1.61955 -0.24055
C 0.44356 -0.51936 0.86066
C -0.64110 -1.27473 0.33749
C -0.86296 -0.10120 -0.58521
C -0.36808 1.06979 -0.91847
H 1.48616 1.57802 -0.82753
H 1.48091 -0.68815 0.56491
H 0.34821 0.12312 1.73493
H -0.36473 -2.14893 -0.23823
H -1.48679 -1.40127 0.99767
H -0.76082 1.74317 -1.68567
```

***

Below is a structure of composition C10H12ClNO4Re, with properties calculated with the ωB97M-V functional and the def2-TZVPD basis.

Summary:
LUMO (spin up / spin down) = -0.2759 / -0.3837 hartree
2S+1 = 4
Gap between HOMO and LUMO (spin up / spin down) = 7.35 / 6.79 eV
Energy relative to the best compared isomer or geometry (same formula, charge and spin) = 19.9 kcal/mol
Net charge = +2
E_HOMO (spin up / spin down) = -14.861 / -17.227 eV
Expectation value of S² = 3.7709

```
29
C10H12ClNO4Re the ωB97M-V functional and the def2-TZVPD basis
Cl -1.18699 2.57489 -1.33873
C -1.02638 -1.43086 -1.61282
C 0.35756 -1.69685 -1.39983
C 1.12579 -0.66598 -1.99975
H 0.76780 -2.59741 -0.93982
C 0.22157 0.27839 -2.59837
C -1.13585 -0.20277 -2.35077
H -2.03045 0.19740 -2.78015
H -1.86785 -2.06467 -1.33897
H 2.19813 -0.58754 -2.09446
C 0.61420 1.39762 -3.47252
Re -0.20947 0.42207 -0.52931
C 1.29816 1.61022 -0.27155
O 2.16959 2.36829 -0.10864
C -1.70113 1.47593 0.35017
O -2.46071 1.98086 1.08451
H 1.57470 1.83975 -3.18896
H -0.13923 2.19395 -3.35917
H 0.67327 1.12398 -4.51743
N -0.24473 -0.17995 4.08122
C 0.14529 -1.46069 3.41641
C 0.45601 -1.13247 1.97650
O 1.25507 -1.75945 1.29027
O -0.18313 -0.06104 1.59604
H 0.47744 0.54589 3.92861
H -0.35207 -0.31090 5.08579
H -1.12494 0.17823 3.70856
H 1.01746 -1.87963 3.90182
H -0.68909 -2.15729 3.48136
```

***

Below is a structure of composition C43H34CoN5O4S3, with properties calculated with the ωB97M-V functional and the def2-TZVPD basis.

Summary:
LUMO (spin up / spin down) = -0.1940 / -0.2450 hartree
2S+1 = 5
Gap between HOMO and LUMO (spin up / spin down) = 8.68 / 7.34 eV
Net charge = +2
E_HOMO (spin up / spin down) = -13.960 / -14.007 eV
Expectation value of S² = 6.0128

```
90
C43H34CoN5O4S3 the ωB97M-V functional and the def2-TZVPD basis
Co 0.91587 -0.62698 -2.56325
O -1.59215 -1.44867 -5.97864
C -0.70287 -1.12105 -5.07281
O -0.95840 -0.79791 -3.92978
C 0.70498 -1.16160 -5.53326
C 1.14086 -1.38859 -6.81117
C 2.51837 -1.33359 -7.04561
C 3.37946 -1.06437 -5.99987
C 2.84185 -0.86967 -4.73735
N 1.53833 -0.91194 -4.52732
C 3.63073 -0.60100 -3.48328
O 4.80467 -0.33688 -3.55082
O 2.88296 -0.68331 -2.41099
H -2.48291 -1.36533 -5.60463
H 0.43099 -1.59840 -7.60035
H 2.90449 -1.49779 -8.04456
H 4.45355 -1.00445 -6.12580
N -0.00595 -1.68545 -1.33374
S -1.03835 -1.56885 -0.28393
N -0.53885 -1.05647 1.16332
S -0.51669 0.41149 1.65857
N -0.04230 1.56368 0.76145
S 1.22759 1.42360 -0.25214
N 0.82366 1.00149 -1.61025
C 1.83457 3.05982 -0.28960
C 1.29442 4.07060 0.49169
C 1.87257 5.32852 0.41275
C 2.96702 5.54197 -0.41798
C 3.49029 4.50783 -1.18971
C 2.92344 3.24628 -1.13375
C 2.44978 0.54502 0.71520
C 2.61106 -0.82807 0.57549
C 3.50465 -1.47863 1.41357
C 4.21137 -0.76765 2.37380
C 4.02409 0.60377 2.51628
C 3.14072 1.27270 1.68693
C -2.10892 0.94728 2.17689
C -2.68609 2.09100 1.64660
C -3.95488 2.44151 2.08977
C -4.60552 1.66074 3.03598
C -4.00239 0.51552 3.55224
C -2.74203 0.14678 3.12283
C 0.40700 0.29318 3.15131
C 0.47379 1.46223 3.90146
C 1.18104 1.43774 5.08751
C 1.80454 0.26283 5.50293
C 1.72859 -0.89111 4.73495
C 1.01952 -0.89037 3.54050
C -1.63493 -3.15784 0.14590
C -1.79494 -3.54235 1.46933
C -2.31440 -4.80269 1.72522
C -2.66760 -5.63677 0.67224
C -2.49530 -5.22939 -0.64776
C -1.97275 -3.97799 -0.92431
C -2.50346 -0.62116 -0.63762
C -2.43161 0.42188 -1.55231
C -3.55801 1.21045 -1.74643
C -4.72224 0.95348 -1.03550
C -4.77591 -0.09348 -0.11997
C -3.66390 -0.88972 0.08998
H 0.44360 3.87960 1.13486
H 1.46814 6.14295 1.00211
H 3.41985 6.52556 -0.46371
H 4.34101 4.68255 -1.83648
H 3.32001 2.42325 -1.72647
H 2.05899 -1.38552 -0.15833
H 3.65478 -2.54710 1.30438
H 4.91900 -1.28368 3.01417
H 4.57678 1.15716 3.26708
H 3.00636 2.34305 1.78912
H -2.16020 2.67541 0.90191
H -4.43169 3.33073 1.69589
H -5.59353 1.94746 3.38076
H -4.51460 -0.08417 4.29478
H -2.25250 -0.73873 3.52141
H -0.01916 2.37158 3.56536
H 1.24447 2.33360 5.69337
H 2.35368 0.25035 6.43841
H 2.22055 -1.79846 5.06380
H 0.95336 -1.77348 2.91867
H -1.50602 -2.87813 2.27408
H -2.44046 -5.13339 2.74886
H -3.07677 -6.61811 0.88068
H -2.76374 -5.89205 -1.46186
H -1.81279 -3.64232 -1.94398
H -1.51892 0.62592 -2.08847
H -3.52043 2.02830 -2.45712
H -5.59878 1.57180 -1.19672
H -5.68887 -0.29530 0.42702
H -3.70555 -1.71068 0.79627
```

***

Below is a cluster of 2 separate species, C5H8O in total, with properties calculated with the ωB97M-V functional and the def2-TZVPD basis.

Summary:
LUMO = 0.0017 hartree
Gap between HOMO and LUMO = 9.48 eV
Energy relative to the best compared isomer or geometry (same formula, charge and spin) = 80.1 kcal/mol
SMILES string = C=C=C=C.CO
E_HOMO = -9.435 eV

```
14
C5H8O the ωB97M-V functional and the def2-TZVPD basis
C 1.94363 0.01137 -0.69494
O 1.31399 1.26956 -0.73500
C -1.78201 -0.62628 -1.37673
C -1.46596 -0.35249 -0.13313
C -1.13212 -0.06993 1.06492
C -0.77440 0.24409 2.28942
H 2.75299 0.03369 -1.42836
H 2.38024 -0.21162 0.29048
H 1.26485 -0.81347 -0.95967
H -2.78815 -0.46748 -1.75480
H -1.04078 -1.01074 -2.07353
H -1.48495 0.66149 2.99825
H 0.24503 0.09343 2.63664
H 0.56765 1.23838 -0.12355
```